(1)
{
  "formula": "C26H26BF4O3",
  "method": "wB97M-V/def2-TZVPD",
  "elements": ["C", "C", "C", "C", "C", "B", "O", "C", "C", "C", "C", "C", "C", "O", "O", "H", "H", "H", "H", "H", "H", "H", "H", "H", "H", "H", "H", "H", "H", "H", "H", "H", "F", "C", "C", "C", "F", "C", "C", "C", "C", "C", "C", "C", "C", "F", "C", "C", "F", "C", "C", "H", "H", "H", "H", "H", "H", "H", "H", "H"],
  "xyz": [[-1.78557, 4.92775, -3.68812], [-1.29359, 3.72070, -3.05143], [-0.01218, 3.46475, -2.62492], [0.02991, 2.07387, -2.31298], [-1.25726, 1.53894, -2.42192], [-1.93893, 0.07549, -2.90761], [-1.13714, -0.92970, -3.42201], [-1.26944, -1.78520, -2.24223], [-1.29292, -3.23898, -2.66383], [0.01853, -1.53909, -1.50106], [-2.61491, -1.33265, -1.50029], [-3.39505, -2.51325, -0.93888], [-2.66351, -0.43989, -0.25943], [-3.20395, -0.41090, -2.49179], [-2.07514, 2.60874, -2.89326], [-1.01287, 5.27730, -4.37103], [-2.69453, 4.81159, -4.26935], [-1.87784, 5.70981, -2.92802], [0.80820, 4.17146, -2.65156], [0.91044, 1.49142, -2.05954], [-1.11949, -3.86439, -1.78697], [-2.23618, -3.54484, -3.11261], [-0.48082, -3.43405, -3.35786], [0.02715, -2.02282, -0.52365], [0.83087, -1.96651, -2.11554], [0.21605, -0.46611, -1.34740], [-2.84114, -2.97023, -0.08935], [-4.32745, -2.10247, -0.53641], [-3.60879, -3.30253, -1.65600], [-2.11189, 0.52048, -0.32192], [-3.73385, -0.24430, -0.03961], [-2.28163, -1.00528, 0.57592], [-0.05483, -4.53882, 2.70971], [-0.61669, -3.27973, 2.69213], [-1.91189, -3.13183, 3.18376], [-2.44019, -1.84374, 3.13246], [-3.79303, -1.69716, 3.36888], [-1.73328, -0.75305, 2.63698], [-0.46553, -0.94918, 1.97714], [0.16759, 0.08537, 1.13171], [1.61079, 0.09858, 1.11513], [2.35300, 1.27264, 1.22853], [3.67130, 1.43783, 1.79640], [4.01744, 2.66673, 2.43208], [5.15166, 2.73645, 3.22971], [5.36683, 3.86648, 3.99006], [6.05598, 1.68352, 3.36992], [5.78651, 0.54676, 2.60957], [6.67264, -0.50521, 2.69862], [4.66101, 0.41304, 1.80480], [0.11495, -2.25244, 2.10349], [-2.49412, -3.98398, 3.51487], [-2.22720, 0.22348, 2.60668], [-0.37397, 1.02743, 1.00128], [2.16183, -0.85086, 0.97255], [1.82436, 2.15412, 0.84804], [3.34220, 3.51820, 2.38566], [6.93777, 1.74632, 3.99748], [4.50950, -0.48845, 1.21980], [1.13027, -2.48162, 1.75324]],
  "atomic_forces_ev_per_a": [[-0.17, 1.12, -0.13], [0.72, -1.96, 0.86], [-0.60, -0.53, -0.28], [-0.99, -0.73, 0.28], [-0.54, 0.21, -2.41], [0.27, 1.26, 0.49], [-0.45, 0.49, 0.92], [0.34, -0.31, -0.04], [-0.21, -0.22, 0.02], [0.64, 0.03, 0.51], [-0.18, 0.84, 0.40], [-0.82, -0.52, -0.71], [0.88, 0.54, 0.60], [0.71, -0.29, -0.11], [1.03, 0.35, 0.12], [0.01, 0.04, -0.09], [-0.18, -0.10, 0.25], [-0.40, 0.05, -0.21], [-0.13, -0.19, 0.02], [-0.12, 0.15, -0.08], [-0.07, -0.08, 0.03], [0.13, 0.11, -0.16], [0.03, 0.11, -0.15], [-0.01, -0.21, -0.04], [-0.19, 0.32, 0.36], [-0.15, -0.33, -0.18], [-0.15, 0.36, -0.61], [0.04, -0.46, -0.15], [-0.19, 0.07, 0.07], [-0.42, -0.50, -0.14], [0.74, 0.14, -0.33], [-0.10, 0.04, -0.06], [-0.66, 1.58, 0.07], [0.67, -0.85, -0.21], [0.30, 0.42, -0.33], [-1.01, 0.11, -0.34], [1.92, 0.02, 0.18], [0.36, 0.26, -0.87], [-0.44, -0.93, 0.18], [1.89, 0.19, 3.26], [0.06, -0.54, -1.45], [-1.13, 0.01, -0.94], [1.58, 0.21, 0.09], [-0.62, -0.34, 0.05], [0.25, 0.69, 0.86], [-0.28, -1.33, -1.18], [-0.51, 0.09, -0.57], [0.57, -0.86, -0.12], [-1.12, 1.32, -0.27], [-0.59, -0.09, 0.49], [-0.02, 0.25, 0.06], [0.06, 0.11, 0.05], [0.12, -0.43, -0.10], [0.10, -0.26, -0.20], [-0.50, 0.43, 1.07], [0.10, 0.18, 0.83], [0.13, -0.14, 0.12], [-0.16, 0.03, -0.02], [0.12, -0.02, 0.24], [-0.67, 0.04, 0.02]],
  "charge": 1,
  "lumo_ev": -6.54,
  "homo_lumo_gap_ev": 4.2,
  "total_energy_ha": -1656.02667,
  "e_homo_ha": -0.3957
}



(2)
{
  "formula": "C26H26BaN8O4S2Te",
  "method": "wB97M-V/def2-TZVPD",
  "elements": ["Ba", "C", "C", "N", "N", "C", "O", "C", "C", "C", "C", "C", "C", "C", "C", "C", "C", "C", "N", "H", "H", "H", "H", "H", "H", "H", "H", "H", "H", "H", "H", "Te", "C", "N", "C", "S", "N", "C", "H", "H", "H", "H", "H", "H", "H", "H", "O", "S", "O", "O", "C", "N", "C", "C", "C", "N", "C", "C", "C", "N", "C", "C", "H", "H", "H", "H", "H", "H"],
  "xyz": [[1.70215, 0.27138, -0.49647], [-2.24456, 1.60316, 2.95730], [-1.25506, 0.88256, 2.08207], [-0.71698, 1.40544, 1.03670], [-1.10497, 2.65846, 0.69301], [-0.48602, 3.03788, -0.43170], [0.33740, 2.38821, -1.10623], [-0.83286, 4.42032, -0.91813], [0.04826, 5.04870, -1.79055], [-0.23033, 6.32459, -2.25862], [-1.39506, 6.97333, -1.86978], [-2.27909, 6.34505, -1.00084], [-1.99387, 5.07474, -0.52130], [-0.87321, -0.49830, 2.42026], [-1.39836, -1.11687, 3.56048], [-1.04161, -2.41283, 3.87984], [-0.16984, -3.09383, 3.04372], [0.28717, -2.42058, 1.92303], [-0.04291, -1.17579, 1.60522], [-2.42604, 2.58697, 2.53791], [-1.85336, 1.71682, 3.97228], [-3.19043, 1.05793, 3.02210], [0.95000, 4.52412, -2.08179], [0.46725, 6.81212, -2.92858], [-1.61343, 7.96781, -2.24119], [-3.18964, 6.84687, -0.69536], [-2.66161, 4.57369, 0.16662], [-2.07218, -0.56963, 4.20311], [-1.43946, -2.88554, 4.76944], [0.14420, -4.10920, 3.24263], [0.96299, -2.92387, 1.23480], [4.48363, 1.86020, -1.10635], [5.43670, -1.02091, 1.15087], [4.31060, -0.25494, 1.63106], [3.59417, -0.53027, 2.72342], [2.35770, 0.49170, 3.24257], [3.88190, -1.69954, 3.35519], [3.24794, -2.09811, 4.59340], [5.79480, -0.48645, 0.26582], [5.14323, -2.03257, 0.85099], [6.23888, -1.08233, 1.89683], [4.20241, 0.68789, 1.19636], [4.72833, -2.17213, 3.08862], [2.16538, -2.07554, 4.48139], [3.51165, -1.43386, 5.41980], [3.56598, -3.11464, 4.82659], [-0.72162, -6.18666, -7.76737], [-2.07830, -6.65309, -7.57645], [-3.04631, -6.11767, -8.51928], [-2.20710, -8.07400, -7.30645], [-2.61435, -5.88822, -6.00669], [-3.81227, -6.26470, -5.54812], [-4.22137, -5.68800, -4.43176], [-3.46747, -4.74898, -3.74531], [-2.23230, -4.43944, -4.29316], [-1.81270, -5.00447, -5.42381], [-1.31539, -3.44656, -3.66683], [-1.42529, -3.08030, -2.33050], [-0.56050, -2.12927, -1.82014], [0.38962, -1.53493, -2.54419], [0.50180, -1.89864, -3.82380], [-0.31534, -2.84354, -4.42232], [-5.20071, -5.98346, -4.06531], [-3.83960, -4.27678, -2.84767], [-2.16499, -3.52778, -1.68070], [-0.64648, -1.81957, -0.78183], [1.28198, -1.40471, -4.39054], [-0.18825, -3.12253, -5.45918]],
  "atomic_forces_ev_per_a": [[-0.09, 0.74, 0.18], [0.05, -0.07, 0.00], [-0.01, 0.14, -0.04], [-0.02, -0.14, -0.08], [0.10, -0.13, -0.04], [-0.09, 0.23, -0.03], [0.06, -0.22, -0.13], [0.01, -0.12, 0.13], [0.01, 0.02, -0.05], [0.00, 0.00, 0.00], [-0.01, 0.00, 0.01], [0.03, -0.02, -0.01], [-0.03, 0.03, 0.04], [0.00, -0.24, -0.08], [0.01, 0.05, 0.13], [0.06, 0.00, -0.10], [-0.05, 0.03, 0.07], [0.08, 0.00, -0.07], [-0.04, 0.00, -0.05], [0.00, 0.01, 0.00], [-0.01, 0.00, 0.00], [0.00, 0.01, 0.00], [-0.01, -0.01, 0.01], [-0.01, 0.01, 0.00], [0.00, 0.00, 0.00], [0.00, 0.00, 0.00], [0.00, 0.00, 0.00], [0.01, 0.00, 0.00], [0.00, 0.00, 0.00], [0.00, 0.00, -0.01], [0.00, 0.00, 0.00], [-0.11, -0.26, 0.06], [-0.01, 0.00, -0.04], [-0.08, 0.09, 0.23], [0.05, -0.03, -0.12], [-0.04, -0.02, 0.01], [-0.05, 0.01, 0.07], [0.02, -0.01, -0.03], [0.00, 0.00, 0.01], [0.00, -0.01, 0.02], [0.01, 0.01, -0.01], [0.15, -0.13, -0.25], [0.00, 0.01, -0.01], [-0.01, 0.00, 0.00], [0.00, 0.00, 0.00], [0.01, 0.00, 0.01], [0.03, -0.01, 0.00], [-0.01, 0.01, 0.00], [-0.02, -0.01, 0.01], [0.01, 0.00, 0.00], [0.02, -0.01, 0.01], [-0.01, 0.01, -0.02], [-0.01, 0.00, 0.01], [0.02, 0.00, 0.00], [0.01, -0.01, 0.00], [-0.01, 0.01, 0.00], [0.00, 0.00, -0.03], [-0.01, 0.01, 0.00], [-0.06, 0.03, -0.04], [0.05, -0.01, 0.21], [0.02, -0.01, -0.01], [0.01, 0.01, 0.02], [0.00, 0.00, 0.00], [-0.01, -0.01, 0.00], [0.01, 0.01, 0.00], [0.00, -0.01, 0.00], [0.01, -0.01, 0.00], [0.00, 0.00, 0.00]],
  "charge": -2,
  "lumo_ev": 3.27,
  "homo_lumo_gap_ev": 4.1,
  "total_energy_ha": -2835.45288,
  "e_homo_ha": -0.0291
}



(3)
{
  "formula": "C26H26ClN4Tl",
  "method": "wB97M-V/def2-TZVPD",
  "elements": ["Tl", "C", "C", "C", "C", "C", "C", "C", "N", "N", "C", "C", "C", "C", "C", "C", "N", "C", "C", "C", "C", "C", "C", "N", "H", "H", "H", "H", "H", "H", "H", "H", "H", "H", "H", "H", "H", "H", "H", "H", "H", "H", "H", "H", "Cl", "C", "C", "C", "C", "C", "C", "C", "H", "H", "H", "H", "H", "H"],
  "xyz": [[-0.23397, -0.29281, -0.55682], [0.10698, -1.73868, 2.52426], [-1.22780, -2.44710, 2.25158], [-1.25866, -3.30398, 1.01907], [-1.57276, -4.65572, 1.09287], [-1.71231, -5.38787, -0.07476], [-1.52299, -4.75350, -1.29329], [-1.18356, -3.41556, -1.28385], [-1.05505, -2.70740, -0.15956], [0.14748, -0.33194, 2.07336], [-0.79549, 0.49972, 2.82093], [-1.27739, 1.72738, 2.08467], [-1.83710, 2.77515, 2.80799], [-2.34842, 3.86586, 2.12838], [-2.26891, 3.89196, 0.74230], [-1.69490, 2.81385, 0.09981], [-1.21691, 1.75320, 0.75742], [1.49486, 0.21871, 2.26857], [2.56064, -0.37510, 1.38548], [3.85239, -0.54725, 1.86294], [4.83685, -0.99324, 0.99581], [4.49810, -1.27268, -0.32034], [3.18316, -1.09586, -0.70557], [2.23761, -0.64807, 0.12240], [0.91266, -2.26911, 2.01451], [0.31982, -1.77465, 3.59995], [-2.02852, -1.71358, 2.13475], [-1.48204, -3.06453, 3.11068], [-1.72374, -5.12076, 2.05736], [-1.97812, -6.43552, -0.03280], [-1.64517, -5.28072, -2.22841], [-1.01851, -2.87707, -2.21130], [-0.35785, 0.80755, 3.77771], [-1.68165, -0.08444, 3.06760], [-1.87856, 2.72092, 3.88817], [-2.79441, 4.68929, 2.66954], [-2.64538, 4.73114, 0.17493], [-1.61328, 2.78816, -0.98130], [1.79862, 0.09764, 3.31527], [1.45070, 1.29134, 2.05516], [4.08773, -0.32678, 2.89556], [5.85335, -1.12367, 1.34165], [5.23485, -1.62270, -1.02887], [2.86891, -1.32926, -1.71699], [-2.59171, 0.67844, -3.67781], [-1.34589, 1.85129, -3.71405], [-1.65924, 3.17279, -3.95787], [-0.66139, 4.13780, -3.91159], [0.66480, 3.79397, -3.62764], [0.98481, 2.48581, -3.38146], [-0.00439, 1.46851, -3.43103], [0.34158, 0.13297, -3.19645], [-2.67904, 3.45103, -4.18630], [-0.92010, 5.17339, -4.08901], [1.42923, 4.55811, -3.61282], [2.00721, 2.19580, -3.17169], [1.38496, -0.13429, -3.08976], [-0.34212, -0.64792, -3.49937]],
  "atomic_forces_ev_per_a": [[0.24, -0.03, -0.04], [-0.06, -0.11, 0.11], [0.14, 0.05, -0.09], [-0.15, -0.21, 0.06], [0.02, 0.06, -0.04], [0.01, 0.03, 0.01], [-0.02, -0.03, -0.01], [0.04, -0.01, -0.05], [0.13, 0.40, 0.02], [-0.03, -0.13, -0.48], [-0.17, 0.00, 0.01], [-0.03, 0.19, 0.09], [0.01, -0.04, -0.04], [0.06, -0.01, 0.01], [0.01, -0.02, -0.02], [-0.07, 0.14, -0.06], [0.23, -0.43, -0.19], [0.06, 0.09, -0.05], [0.14, 0.00, 0.08], [0.00, -0.02, -0.03], [-0.03, 0.00, -0.04], [0.00, 0.01, 0.04], [0.02, -0.06, -0.08], [-0.27, 0.01, -0.01], [0.03, 0.01, 0.05], [0.05, 0.03, -0.02], [-0.05, -0.04, 0.11], [-0.05, 0.03, 0.01], [-0.01, 0.01, 0.00], [0.02, 0.00, -0.01], [0.03, 0.01, -0.01], [-0.01, -0.03, -0.01], [-0.01, -0.02, 0.00], [0.04, -0.04, 0.03], [0.02, 0.02, 0.00], [0.00, 0.00, 0.01], [0.00, -0.02, -0.02], [-0.01, 0.01, 0.01], [-0.03, 0.07, 0.00], [-0.03, 0.01, 0.08], [-0.04, 0.00, 0.01], [0.00, -0.01, 0.01], [-0.02, -0.02, -0.01], [0.02, 0.00, 0.01], [-0.09, -0.08, 0.03], [0.44, 0.02, 0.03], [-0.12, 0.08, -0.05], [0.13, -0.10, 0.07], [-0.08, 0.20, -0.04], [-0.09, -0.35, -0.08], [-0.25, 0.70, -0.09], [-0.21, -0.35, 0.61], [-0.01, -0.02, 0.03], [0.00, -0.01, -0.06], [0.00, 0.00, 0.02], [0.01, 0.03, 0.02], [-0.01, 0.02, 0.04], [0.07, -0.05, 0.04]],
  "charge": 2,
  "lumo_ev": [-7.81, -7.81],
  "homo_lumo_gap_ev": [6.2, 6.2],
  "total_energy_ha": -1857.54155,
  "e_homo_ha": [-0.5151, -0.5151]
}